154
Properties=species:S:1:pos:R:3:lowdin_charge:R:1 method="wB97M-V/def2-TZVPD" energy_ha=-3642.81575 gap_ev=9.1322 e_homo_ev=-9.866
O 16.761 16.908 13.745 0.119
O 11.410 20.635 6.953 0.089
O 10.391 18.766 6.111 -0.050
O 18.303 16.396 8.832 0.057
O 14.259 12.969 11.851 -0.038
O 10.396 23.130 10.244 0.002
O 5.795 16.951 9.745 0.058
O 12.629 10.318 7.814 -0.006
O 10.431 10.154 7.605 0.112
O 13.571 14.831 13.046 0.076
O 14.897 19.231 9.180 0.091
O 18.329 15.150 10.631 0.062
O 16.675 22.303 13.816 0.096
O 17.250 16.548 15.871 -0.021
O 12.847 17.004 10.649 0.021
O 12.374 15.559 9.043 0.056
O 15.404 21.488 12.050 -0.040
O 10.041 19.310 12.841 0.082
O 10.326 17.880 14.505 0.029
O 12.392 23.388 11.227 0.098
O 16.712 20.455 8.710 -0.014
O 7.206 18.219 8.720 0.070
N 18.323 15.323 9.408 -0.315
N 6.760 17.142 9.021 -0.336
C 14.675 15.973 9.355 0.059
C 18.342 14.128 8.465 -0.111
C 8.579 13.569 7.557 -0.066
C 16.421 16.740 14.856 -0.593
C 8.295 15.949 7.466 0.000
C 13.397 20.275 12.201 -0.055
C 16.198 11.747 12.400 -0.058
C 18.353 14.463 7.122 -0.001
C 12.478 18.386 5.086 -0.082
C 12.028 13.588 11.654 0.032
C 12.508 11.700 7.581 -0.246
C 11.382 17.326 10.679 -0.153
C 14.469 20.951 13.040 -0.175
C 11.644 17.948 6.192 -0.203
C 18.851 15.093 14.734 -0.058
C 14.955 16.858 15.326 0.024
C 10.417 20.023 6.629 -0.544
C 8.898 14.778 6.946 -0.030
C 13.186 16.133 9.733 -0.549
C 15.583 13.120 12.436 -0.203
C 13.360 13.914 12.241 -0.493
C 10.949 18.389 9.744 -0.040
C 10.087 21.976 11.126 -0.187
C 9.018 20.530 6.735 0.016
C 11.879 24.661 9.294 0.023
C 7.033 14.643 9.111 -0.006
C 11.836 18.277 16.372 -0.045
C 16.008 19.539 9.465 -0.519
C 18.453 11.809 8.010 -0.063
C 18.409 13.414 6.203 -0.076
C 17.172 22.861 11.556 0.007
C 11.713 8.225 8.132 0.015
C 16.787 18.999 10.650 0.047
C 11.611 23.647 10.362 -0.592
C 7.384 15.831 8.493 -0.134
C 18.648 16.421 15.477 -0.191
C 18.381 12.799 8.948 -0.005
C 14.948 22.144 8.256 -0.077
C 16.442 22.176 12.625 -0.530
C 11.532 18.611 14.862 -0.154
C 7.652 13.489 8.592 -0.059
C 18.482 12.116 6.621 -0.069
C 9.669 18.414 13.539 -0.631
C 11.471 9.637 7.843 -0.586
C 8.402 17.676 13.303 0.030
C 8.667 21.563 10.976 -0.060
C 15.863 21.104 7.719 -0.230
C 13.759 12.411 8.009 -0.050
H 16.560 21.643 7.107 0.113
H 12.783 7.996 8.326 0.097
H 18.594 15.102 13.675 0.064
H 19.820 14.724 15.012 0.062
H 13.704 13.450 7.866 0.038
H 18.145 14.429 15.312 0.099
H 9.106 12.670 7.312 0.089
H 18.087 23.373 11.944 0.107
H 18.303 12.651 9.999 0.099
H 8.427 20.055 7.521 0.060
H 13.493 18.013 5.017 0.084
H 11.366 14.447 11.704 0.081
H 11.140 18.825 17.012 0.072
H 7.653 18.374 12.868 0.097
H 11.024 25.357 9.260 0.095
H 12.405 20.402 12.694 0.072
H 18.339 10.789 8.261 0.094
H 11.298 19.706 14.786 0.133
H 14.957 17.671 16.109 0.096
H 7.407 12.500 9.019 0.117
H 8.432 20.163 5.860 0.099
H 17.157 11.695 12.846 0.057
H 15.179 16.928 9.234 0.059
H 18.420 13.588 5.118 0.117
H 10.288 19.133 10.220 0.071
H 11.553 12.811 12.288 0.112
H 15.433 10.974 12.831 0.125
H 18.464 11.275 5.929 0.110
H 14.948 20.249 13.733 0.125
H 10.721 21.113 10.806 0.105
H 17.092 19.907 11.198 0.075
H 17.578 18.257 10.489 0.080
H 6.313 14.638 9.931 0.119
H 13.967 21.728 13.562 0.112
H 14.671 12.103 7.453 0.091
H 15.991 18.594 11.269 0.078
H 8.437 20.724 11.580 0.050
H 13.608 19.289 11.900 0.049
H 10.453 22.233 12.142 0.129
H 16.395 11.466 11.368 0.059
H 10.812 16.407 10.447 0.117
H 13.283 20.899 11.334 0.057
H 11.322 16.872 6.254 0.127
H 15.213 20.360 7.189 0.129
H 19.200 16.466 16.409 0.117
H 11.964 24.161 8.353 0.071
H 16.548 23.458 10.878 0.093
H 13.854 12.192 9.064 0.071
H 14.292 22.568 7.504 0.080
H 8.907 21.628 6.759 0.098
H 12.538 19.478 5.180 0.083
H 18.237 15.498 6.839 0.118
H 14.388 17.015 14.426 0.056
H 14.658 15.521 8.369 0.074
H 7.914 17.277 14.195 0.086
H 15.186 15.317 10.051 0.069
H 12.854 18.491 16.706 0.059
H 16.022 13.890 11.725 0.130
H 12.139 18.138 7.159 0.106
H 18.897 17.288 14.865 0.120
H 7.969 22.345 11.100 0.070
H 12.122 13.257 10.675 0.046
H 10.277 18.070 8.936 0.075
H 15.632 22.881 8.697 0.076
H 8.537 16.959 7.159 0.103
H 14.676 15.912 15.840 0.098
H 8.611 16.825 12.593 0.108
H 11.246 17.671 11.672 0.083
H 12.295 11.824 6.486 0.143
H 11.626 17.239 16.571 0.067
H 11.618 12.100 8.077 0.112
H 12.846 25.109 9.628 0.104
H 9.632 14.910 6.229 0.078
H 15.521 13.572 13.363 0.084
H 14.240 21.781 9.024 0.080
H 17.673 22.167 10.906 0.068
H 8.511 21.182 9.985 0.064
H 11.959 18.103 4.171 0.086
H 11.179 7.891 9.030 0.096
H 11.817 18.846 9.352 0.073
H 12.322 18.348 14.199 0.092
H 11.384 7.694 7.207 0.110

***

147
Properties=species:S:1:pos:R:3:lowdin_charge:R:1 method="wB97M-V/def2-TZVPD" energy_ha=-6214.59624 gap_ev=9.3450 e_homo_ev=-8.931
Br -5.445 1.197 4.281 0.757
Cl -4.681 6.574 0.812 0.420
S -5.127 7.188 2.700 0.334
O -4.522 3.727 2.418 0.106
O 2.308 -0.104 -3.547 0.063
O -0.343 -7.784 -3.123 0.056
O -3.589 -2.721 1.986 0.066
O -2.615 3.639 1.313 0.048
O -0.618 -6.095 -7.416 0.060
O -6.038 6.264 3.285 -0.324
O 6.026 2.778 0.329 0.059
O -1.517 -1.444 -4.308 -0.215
O -5.531 8.559 2.651 -0.347
O 2.097 -4.720 0.260 0.067
O 2.324 2.210 4.014 -0.124
C -0.735 3.820 -3.380 -0.213
C -1.097 3.458 2.993 -0.176
C -2.002 -4.873 -5.919 -0.026
C -1.066 1.341 -4.050 -0.168
C -3.518 7.129 3.511 -0.254
C 7.138 3.241 0.435 -0.496
C 4.118 0.219 -5.055 -0.023
C -1.061 3.560 -0.889 -0.194
C -3.529 6.399 4.860 -0.189
C 3.615 2.169 3.415 -0.145
C 4.833 0.286 2.221 -0.043
C -0.048 3.601 -2.031 -0.202
C 7.993 2.964 1.648 -0.016
C -3.361 3.522 2.426 -0.480
C -3.562 -3.815 2.500 -0.493
C 0.820 -7.836 -3.459 -0.496
C -1.083 0.484 -2.782 -0.158
C -2.472 3.120 3.607 -0.288
C 5.294 -1.031 2.191 -0.075
C 1.152 -4.376 -0.411 -0.500
C -2.431 5.318 5.005 -0.153
C 5.073 -1.877 3.282 -0.090
C 1.249 2.258 3.081 -0.371
C 4.159 0.752 3.352 -0.204
C -2.432 -7.337 -6.511 -0.027
C 7.734 4.119 -0.638 -0.023
C -3.567 0.983 4.745 -0.725
C 1.927 -7.402 -2.530 -0.012
C -2.910 -1.483 -4.519 -0.111
C 4.412 -1.412 4.422 -0.080
C -1.299 3.013 1.559 -0.235
C -1.588 -6.099 -6.695 -0.508
C -2.871 3.849 4.882 -0.103
C -1.146 -1.045 -3.005 -0.220
C 1.898 -0.888 -5.751 -0.012
C -1.713 2.730 -3.801 -0.203
C 1.222 -8.322 -4.828 -0.016
C -0.371 3.523 0.469 -0.120
C -3.294 -0.518 4.819 -0.167
C 0.105 2.941 3.828 -0.060
C 1.171 -3.094 -1.209 -0.018
C -0.102 -5.212 -0.496 -0.024
C -3.097 -5.033 1.738 -0.023
C 2.733 -0.244 -4.670 -0.499
C -3.988 -4.030 3.934 -0.015
C -2.621 1.566 3.706 -0.157
C 0.901 0.825 2.688 -0.008
C 3.954 -0.096 4.451 -0.039
H -1.614 5.574 4.337 0.095
H -3.475 -0.865 -3.820 0.093
H -1.878 0.772 -2.101 0.097
H -3.307 -0.967 3.831 0.058
H 7.020 4.236 -1.449 0.081
H 8.243 3.900 2.150 0.086
H 7.974 5.100 -0.227 0.085
H 0.927 -1.169 -5.346 0.067
H -1.312 -4.057 -6.124 0.080
H 4.954 0.977 1.403 0.083
H -4.515 6.016 5.100 0.105
H 1.749 -0.188 -6.575 0.089
H 0.010 -6.102 0.119 0.088
H -0.282 -5.516 -1.529 0.074
H 1.873 -9.194 -4.751 0.087
H -1.630 0.880 -4.852 0.096
H -0.960 -4.640 -0.138 0.060
H -2.821 -4.744 0.726 0.060
H -3.010 -4.566 -6.204 0.085
H 2.123 -2.588 -1.066 0.087
H -0.070 0.729 2.214 0.065
H -0.914 4.524 2.889 0.135
H 1.630 0.406 2.000 0.085
H 0.329 -8.591 -5.387 0.073
H 2.605 -8.235 -2.341 0.091
H -3.384 1.376 5.736 0.084
H 0.886 0.212 3.584 0.093
H 0.575 4.482 -1.864 0.115
H 7.449 2.323 2.338 0.076
H -3.958 -1.014 5.516 0.065
H -1.696 4.435 -0.985 0.121
H -3.959 3.828 4.919 0.112
H 0.457 2.827 0.351 0.115
H -2.553 2.635 -3.119 0.104
H 1.036 -3.310 -2.271 0.085
H 2.401 -1.779 -6.131 0.087
H -3.119 -1.094 -5.512 0.089
H -2.818 6.672 2.817 0.074
H 0.365 -2.437 -0.878 0.080
H -2.033 5.439 6.009 0.110
H -1.661 1.097 3.896 0.101
H 0.000 4.001 -4.162 0.108
H -1.682 2.675 -1.001 0.099
H 0.023 4.505 0.731 0.132
H -2.503 3.293 5.737 0.114
H 8.647 3.665 -1.028 0.085
H -1.979 -5.094 -4.850 0.086
H 2.486 -6.578 -2.977 0.093
H 0.569 2.707 -2.047 0.101
H -3.153 -4.430 4.512 0.090
H -4.301 -3.084 4.365 0.058
H -2.431 -7.634 -5.460 0.080
H -2.231 -5.476 2.233 0.090
H 4.056 0.963 -5.851 0.085
H 1.502 -7.076 -1.586 0.057
H -1.892 -1.431 -2.304 0.116
H -2.139 3.050 -4.753 0.104
H -3.231 8.169 3.596 0.098
H 1.526 2.834 2.201 0.126
H 4.267 2.727 4.085 0.129
H 1.747 -7.527 -5.359 0.090
H -3.282 -2.504 -4.432 0.076
H 5.411 -2.903 3.248 0.096
H 5.796 -1.388 1.305 0.098
H -3.896 -5.774 1.691 0.089
H -2.282 -0.639 5.213 0.086
H -2.023 -8.146 -7.111 0.080
H -3.296 7.154 5.605 0.108
H -0.045 1.527 -4.372 0.105
H -4.822 -4.733 3.975 0.088
H -0.151 0.676 -2.256 0.094
H 8.916 2.465 1.349 0.087
H 3.613 2.618 2.425 0.121
H 4.228 -2.054 5.269 0.096
H -0.210 2.280 4.632 0.121
H 3.429 0.269 5.319 0.111
H -1.307 4.746 -3.291 0.107
H -0.214 -1.520 -2.723 0.072
H 4.606 0.661 -4.190 0.080
H -2.956 1.189 2.742 0.128
H -3.458 -7.142 -6.828 0.084
H 0.548 3.808 4.313 0.125
H 4.710 -0.627 -5.406 0.085
H -1.494 1.960 1.381 0.139

***

147
Properties=species:S:1:pos:R:3:lowdin_charge:R:1 method="wB97M-V/def2-TZVPD" energy_ha=-2884.96758 gap_ev=9.5701 de_lowest_kcal_mol=8.2 e_homo_ev=-9.041
O 11.777 10.697 10.747 -0.110
O 16.398 16.275 12.596 -0.096
O 12.278 11.068 18.702 -0.153
O 9.664 9.912 18.740 -0.081
O 17.930 10.861 17.975 -0.116
O 16.381 12.892 18.958 -0.145
O 18.973 12.610 16.058 -0.104
O 12.416 16.414 7.963 -0.073
O 14.437 7.518 15.328 -0.077
N 18.149 15.496 16.131 0.060
N 13.338 13.149 13.668 0.086
N 12.258 13.989 19.047 0.051
N 7.636 14.330 11.701 0.042
N 11.585 17.061 15.423 0.065
N 14.477 11.790 9.776 0.065
C 9.195 12.635 11.153 -0.079
C 13.562 14.261 19.005 -0.128
C 18.778 17.770 15.800 -0.061
C 15.131 12.679 15.752 -0.053
C 17.494 9.761 17.149 -0.283
C 7.946 13.180 11.094 -0.163
C 16.317 13.692 9.082 -0.083
C 13.245 9.456 20.087 -0.079
C 10.805 14.890 16.011 -0.077
C 16.315 9.112 17.846 -0.067
C 10.251 13.342 11.728 -0.082
C 8.602 15.070 12.201 -0.150
C 14.584 12.223 8.505 -0.134
C 15.278 12.320 10.691 -0.143
C 19.733 12.438 14.862 -0.302
C 20.465 11.091 14.872 -0.081
C 15.376 18.418 13.170 -0.073
C 13.882 12.056 15.743 -0.042
C 9.930 14.566 12.243 -0.084
C 13.230 10.938 19.788 -0.289
C 18.068 13.953 20.477 -0.086
C 11.390 14.903 19.488 -0.138
C 15.471 13.521 14.716 -0.044
C 17.207 15.927 17.005 -0.133
C 11.831 16.120 19.938 -0.067
C 8.833 10.954 18.295 -0.331
C 11.979 9.677 11.688 -0.350
C 10.708 8.968 12.021 -0.090
C 13.249 8.234 15.687 -0.309
C 18.923 16.388 15.601 -0.148
C 16.204 13.279 10.384 -0.082
C 11.956 7.463 15.440 -0.087
C 9.482 15.268 15.898 -0.076
C 15.503 13.168 8.103 -0.068
C 13.174 16.459 19.833 -0.056
C 15.474 16.940 13.481 -0.307
C 9.245 16.566 15.528 -0.089
C 12.994 12.395 14.720 -0.150
C 17.876 18.186 16.726 -0.066
C 12.530 15.548 9.084 -0.322
C 13.575 16.140 9.994 -0.083
C 11.811 15.789 15.677 -0.162
C 9.159 11.433 16.916 -0.091
C 16.878 13.061 20.265 -0.344
C 14.550 13.667 13.684 -0.195
C 10.311 17.429 15.346 -0.154
C 14.046 15.493 19.383 -0.061
C 17.029 17.233 17.319 -0.062
H 8.406 16.047 12.617 0.091
H 10.589 10.175 18.775 0.029
H 8.947 10.698 16.145 0.071
H 18.342 9.057 17.055 0.119
H 12.003 11.974 14.724 0.098
H 15.905 15.769 11.936 0.033
H 15.108 15.654 19.215 0.089
H 12.829 15.436 15.664 0.094
H 7.834 10.558 18.414 0.112
H 7.120 12.696 10.573 0.103
H 18.627 13.488 16.019 0.010
H 14.900 18.482 12.177 0.072
H 10.924 8.116 12.678 0.052
H 10.351 14.565 19.468 0.114
H 16.778 13.752 11.177 0.105
H 10.714 15.169 12.694 0.092
H 16.360 18.862 13.146 0.066
H 14.222 11.392 19.555 0.095
H 12.791 14.539 8.721 0.101
H 14.516 16.269 9.447 0.076
H 18.947 13.760 19.842 0.078
H 16.971 14.504 8.806 0.113
H 15.526 9.838 18.075 0.063
H 13.575 11.476 16.606 0.087
H 18.368 13.788 21.504 0.070
H 10.219 11.722 16.766 0.062
H 18.743 11.228 17.606 0.069
H 17.837 15.024 20.234 0.078
H 19.477 18.417 15.289 0.106
H 11.284 12.988 11.757 0.087
H 14.499 16.489 13.470 0.093
H 21.119 10.954 15.738 0.077
H 15.912 16.772 14.451 0.084
H 14.094 9.093 20.699 0.088
H 8.922 11.851 18.923 0.104
H 10.003 9.675 12.497 0.078
H 14.330 6.624 15.644 0.072
H 16.259 17.588 17.979 0.098
H 12.001 6.548 16.052 0.074
H 12.648 8.914 11.210 0.121
H 12.520 10.017 12.585 0.098
H 13.216 8.594 16.729 0.097
H 12.794 11.479 20.632 0.112
H 17.784 19.225 17.035 0.112
H 10.172 18.452 15.045 0.099
H 14.837 14.198 12.773 0.072
H 13.543 17.414 20.155 0.105
H 19.167 12.590 13.929 0.111
H 11.962 11.997 18.712 0.048
H 17.215 10.074 16.132 0.111
H 16.686 8.678 18.770 0.081
H 13.784 11.923 7.836 0.113
H 14.242 13.476 18.635 0.090
H 11.067 8.012 15.798 0.082
H 11.581 15.442 9.630 0.106
H 8.660 14.584 16.052 0.101
H 11.742 16.035 7.399 0.078
H 11.741 7.120 14.414 0.061
H 10.167 8.536 11.171 0.081
H 16.438 14.022 14.679 0.093
H 9.425 11.664 10.712 0.092
H 12.267 9.168 20.447 0.074
H 20.493 13.262 14.890 0.113
H 8.246 16.917 15.399 0.098
H 13.258 17.105 10.404 0.082
H 13.381 8.959 19.123 0.054
H 19.698 16.023 14.918 0.116
H 11.026 13.877 16.335 0.076
H 12.636 11.060 10.438 0.048
H 21.045 10.930 13.959 0.074
H 15.095 12.041 11.724 0.102
H 13.191 9.082 15.003 0.092
H 13.794 15.408 10.788 0.063
H 16.882 12.113 18.613 0.043
H 14.762 19.041 13.826 0.077
H 15.760 12.461 16.595 0.085
H 15.709 13.434 7.068 0.114
H 19.703 10.301 14.886 0.066
H 15.917 8.339 17.188 0.063
H 11.094 16.834 20.310 0.109
H 8.506 12.238 16.566 0.064
H 17.112 12.081 20.708 0.117
H 16.710 15.140 17.527 0.083
H 15.999 13.413 20.838 0.112